This record from the OMol25 dataset describes a cluster of 15 separate species, C6H41NO14 in total. The level of theory is ωB97M-V/def2-TZVPD.

The geometry in XYZ format:
```
62
C6H41NO14, DFT ωB97M-V/def2-TZVPD
C 1.90406 0.68649 0.41665
C 0.83386 -0.49684 0.26676
C -0.61071 -0.21088 0.63662
C -2.88912 2.72156 0.03805
C -2.43894 1.44516 0.45592
C -1.21141 1.12232 0.26760
N 3.17882 0.08794 0.70753
H 2.05316 1.06857 -0.68254
H 1.39053 1.36987 1.17113
H 0.90981 -0.81755 -0.77010
H 1.22199 -1.32881 0.93670
H -1.39577 -0.99106 0.13072
H -0.90417 -0.38719 1.70258
H -2.97160 3.37240 1.00858
H -2.19851 3.46282 -0.47209
H -3.72522 2.75632 -0.67537
H -3.13659 0.81346 1.02990
H -0.31891 1.76126 -0.01716
H 3.28150 -0.01218 1.80888
H 3.93864 0.56512 0.34870
H 0.33311 4.71081 -0.11625
H 0.20808 3.98385 1.24265
O 0.03566 3.93000 0.32565
H -0.29901 -4.52245 -0.58456
H -0.62213 -3.24901 -1.28198
O -0.92449 -3.76066 -0.63326
H 1.67961 0.02361 4.28488
H 1.54289 1.10348 3.35947
O 1.98566 0.23444 3.42343
H -0.24820 1.94803 2.33944
H -0.41870 2.92570 3.56062
O 0.21705 2.37822 2.99186
H 0.30991 1.15594 -2.91484
H -0.86539 2.26389 -3.43646
O -0.68423 1.52367 -2.89298
H -1.77818 0.18673 -2.72926
H -2.68188 -0.38669 -1.55076
O -2.29707 -0.58408 -2.45259
H 2.33451 -2.11550 -3.24043
H 1.04932 -1.31130 -3.25111
O 2.06682 -1.19989 -3.40541
H -1.08082 -1.76988 -2.24469
H -1.31258 -3.01218 -3.25532
O -0.69270 -2.58985 -2.84432
H 1.51729 3.89941 -0.56865
H 2.83529 3.45432 -1.34475
O 2.55013 4.12129 -0.74037
H -1.95644 -2.62113 2.93912
H -1.69810 -1.26819 3.83923
O -2.31940 -1.96094 3.47255
H 1.93381 0.98889 -3.74853
H 2.27479 1.24834 -2.28450
O 1.89438 1.71747 -3.09864
H -4.04206 -2.04448 -1.11148
H -3.06074 -2.60305 -0.31581
O -3.55709 -1.87258 -0.33195
H 2.72757 -2.82119 1.08942
H 2.67732 -2.19909 2.33489
O 2.42749 -3.03546 2.05186
H -0.38862 -3.28781 0.98717
H 0.66842 -2.90602 2.00828
O -0.14746 -3.35545 2.01316
```

Computed properties:
- HOMO energy (eV) = -8.9504
- gap between HOMO and LUMO (eV) = 8.93
- ΔE to the lowest compared entry with this formula, charge and spin (kcal/mol) = 170.4

These are the Mulliken partial charges, in e, on atoms 1 to 4: 0.7758, 2.1461, 1.6279, -1.2557

This record from the OMol25 dataset describes a cluster of 14 separate species, C6H42N2O13 in total. The level of theory is ωB97M-V/def2-TZVPD.

The geometry in XYZ format:
```
63
C6H42N2O13, DFT ωB97M-V/def2-TZVPD
N 0.94883 2.22654 -1.43623
C 1.57585 0.92662 -1.41628
C 0.97113 -0.07534 -0.37858
N 0.46820 -1.30457 -1.04965
C 1.62325 -2.12422 -1.38599
C -1.84755 -1.34848 -0.27339
C -0.48464 -2.02007 -0.14339
C -0.08104 -2.11040 1.32486
H 1.11316 2.82237 -0.63246
H -0.02558 2.14008 -1.66039
H 2.62989 0.99008 -1.14476
H 1.42967 0.47995 -2.39278
H 0.14351 0.38543 0.16235
H 1.73034 -0.34661 0.36256
H 2.44577 -1.56717 -1.84034
H 2.08622 -2.61648 -0.51180
H 1.37146 -2.95858 -2.02786
H -2.19422 -0.93069 -1.21745
H -2.01613 -0.60610 0.51222
H -2.62885 -2.05826 0.03318
H -0.58732 -3.02090 -0.52780
H 0.66536 -2.89120 1.52076
H -0.95034 -2.40942 1.87265
H 0.32462 -1.17736 1.66797
H 3.40489 -2.46179 3.66596
H 2.34937 -1.52085 3.07520
O 3.17355 -2.01654 2.85569
H -0.03934 -0.04945 -3.98901
H -0.27993 -0.88615 -2.71732
O -0.74788 -0.44502 -3.47320
H -2.85332 2.00497 -3.85598
H -2.32087 0.63877 -3.36890
O -3.10089 1.22752 -3.34724
H 4.65037 0.47473 0.57211
H 4.29136 -0.62483 1.64534
O 3.94380 0.10367 1.11257
H -0.94631 -3.02580 -5.47220
H -0.99311 -1.56729 -5.01759
O -0.66477 -2.14645 -5.73617
H -2.26846 0.11997 3.57999
H -1.39173 0.59924 2.45493
O -1.53371 -0.18835 3.05136
H -0.22564 -3.24607 -3.45793
H -1.20922 -3.07055 -2.30096
O -1.07074 -3.55331 -3.11993
H 3.02476 1.19416 2.12227
H 1.96925 1.27984 3.30762
O 2.50466 1.81742 2.69054
H 0.46299 -1.65566 4.18075
H 0.00557 -0.75962 3.12145
O 0.80460 -0.89996 3.68726
H -2.72763 2.03161 -1.80013
H -2.69106 3.37113 -1.01861
O -2.28247 2.50259 -1.06375
H 1.43190 2.90570 1.67157
H 1.30188 4.42249 1.95488
O 0.83035 3.68011 1.58116
H -2.60605 2.68152 3.33204
H -4.07246 2.47978 3.33293
O -3.33961 2.48799 3.94473
H -0.71247 2.68376 1.64729
H -1.58800 2.08414 0.55172
O -1.45139 2.05427 1.52588
```

Computed properties:
- HOMO energy (eV) = -8.7742
- gap between HOMO and LUMO (eV) = 9.02
- ΔE to the lowest compared entry with this formula, charge and spin (kcal/mol) = 28.8

These are the Mulliken partial charges, in e, on atoms 1 to 4: -0.6378, -1.1154, 0.3427, 0.8768

This record from the OMol25 dataset describes a cluster of 14 separate species, C6H43N2O13 in total. The level of theory is ωB97M-V/def2-TZVPD.

The geometry in XYZ format:
```
64
C6H43N2O13, DFT ωB97M-V/def2-TZVPD
C -1.23599 0.91880 0.16401
N 0.02626 0.16356 0.43277
C 1.20761 0.99924 0.84349
C 2.45101 0.13827 0.87435
C 0.77474 1.50354 2.28182
C -1.77058 0.85244 -1.34262
N -1.86136 -0.57594 -1.91127
C -3.09175 -1.31100 -1.62722
H -1.98520 0.39113 0.79864
H -1.13604 1.90537 0.59139
H -0.20345 -0.48610 1.17152
H 1.30176 1.82892 0.13776
H 3.09888 0.41206 1.69155
H 2.06857 -0.93643 0.82776
H 3.17731 0.28881 0.02961
H 0.02844 2.25942 2.14424
H 0.41190 0.67047 2.82964
H 1.68709 1.93978 2.74233
H -2.74757 1.33313 -1.30220
H -1.13616 1.48379 -1.95600
H -1.39754 -0.51469 -2.84633
H -1.10165 -1.02010 -1.33985
H -3.12219 -2.21724 -2.28578
H -4.04285 -0.76680 -1.82698
H -3.07388 -1.71400 -0.64897
H -1.20322 0.40439 4.76974
H -0.53305 1.89427 4.79211
O -1.19244 1.29493 4.45956
H -0.08642 -2.95673 -2.29193
H -0.43340 -4.36347 -1.83864
O -0.83761 -3.56833 -2.21984
H -3.45501 -2.65756 3.31370
H -2.67677 -2.45414 2.06368
O -3.14952 -1.95024 2.73991
H 1.25118 -0.80368 -1.42940
H 2.39550 -1.71352 -2.11635
O 1.49434 -1.63457 -1.83713
H -1.29267 4.40228 1.41359
H -2.65948 4.43906 0.85244
O -1.79686 4.11865 0.58239
H -0.03311 -1.63056 -4.56429
H 0.06504 -0.13300 -4.44083
O -0.55126 -0.85899 -4.30484
H 5.07311 2.05762 0.00707
H 4.96792 1.65807 -1.45827
O 4.43138 1.86230 -0.68572
H -0.93766 -2.10883 4.97100
H -1.28610 -1.15064 3.86734
O -0.51196 -1.50448 4.33597
H 2.78322 1.92152 -1.84056
H 1.24232 2.31160 -2.31496
O 1.98683 1.72056 -2.31462
H -0.76619 -2.88905 1.42256
H -0.64442 -2.60154 -0.12400
O -1.26194 -2.66576 0.60382
H 1.46289 -3.92247 2.08892
H 0.67587 -2.88671 2.94325
O 0.93524 -3.12698 2.04792
H 0.62048 5.07390 -1.10964
H -0.18124 3.90859 -0.82120
O 0.74608 4.11504 -1.05694
H 2.95370 -0.92009 -3.64631
H 1.83594 0.17109 -3.33420
O 2.24194 -0.39899 -3.99897
```

Computed properties:
- HOMO energy (eV) = -11.6097
- gap between HOMO and LUMO (eV) = 9.47
- ΔE to the lowest compared entry with this formula, charge and spin (kcal/mol) = 89.8
- total charge = +1

These are the Mulliken partial charges, in e, on atoms 1 to 4: -0.2706, 0.7078, 0.8819, -1.0187

This record from the OMol25 dataset describes a cluster of 14 separate species, C6H43N2O13 in total. The level of theory is ωB97M-V/def2-TZVPD.

The geometry in XYZ format:
```
64
C6H43N2O13, DFT ωB97M-V/def2-TZVPD
C 0.57351 -2.46667 -1.36070
N 0.53336 -1.03862 -1.71157
C -0.84146 -0.55826 -1.71080
C -0.89955 0.94750 -1.35593
C -1.34148 1.86986 -2.53772
C -2.82245 2.15833 -2.55984
C 1.56159 -2.69863 -0.17615
N 1.70576 -1.47616 0.67092
H -0.42374 -2.83735 -1.13329
H 1.00859 -3.05389 -2.17240
H 0.99468 -0.87005 -2.59273
H -1.42754 -0.66654 -2.60849
H -1.40362 -1.03406 -0.90897
H 0.11045 1.24165 -1.06384
H -1.57523 1.20209 -0.52317
H -0.61466 2.68420 -2.58567
H -1.05689 1.27948 -3.41691
H -3.48995 1.63418 -1.86135
H -3.21230 1.96445 -3.55885
H -3.15869 3.17139 -2.31336
H 1.46963 -3.64999 0.32296
H 2.49522 -2.68184 -0.74470
H 0.96725 -1.45445 1.35231
H 2.70871 -1.49873 1.03591
H 1.50034 -0.64442 0.10233
H -1.06644 4.25356 -0.71475
H -0.63701 4.85204 0.59641
O -0.28583 4.36958 -0.16230
H 4.05733 0.10149 -1.55794
H 4.00336 -0.42744 0.03748
O 4.05338 -0.57283 -0.89616
H -0.12625 -4.06552 2.65307
H -0.32674 -2.48520 2.84215
O 0.03037 -3.19902 2.27419
H 0.54718 1.63432 0.54257
H 0.94626 2.87866 0.91557
O 1.32546 1.99459 1.00171
H -2.48419 -1.83059 0.73453
H -3.18049 -0.48828 0.56953
O -2.79985 -1.06903 1.23474
H -1.67574 2.02107 1.41768
H -3.04610 1.81154 1.65481
O -2.50090 2.12525 0.91355
H -1.31168 -0.49523 3.32842
H -1.89628 -1.69498 4.09766
O -1.08548 -1.20441 3.94199
H -0.43009 2.60252 4.16920
H 0.39214 1.78825 3.36320
O -0.53384 2.12186 3.33270
H 4.50980 -2.39284 0.78711
H 3.74801 -2.98225 1.98251
O 4.01978 -2.14486 1.58410
H 3.26723 2.18162 0.74210
H 4.51701 2.28303 -0.11651
O 3.99408 1.64574 0.38294
H -4.41921 -0.68730 -2.44702
H -3.65850 -1.04675 -1.25941
O -4.27779 -1.44897 -1.87759
H 2.10362 0.90611 2.91017
H 2.03245 0.19930 4.33081
O 1.56510 0.38476 3.51289
H -0.79505 -0.42374 -4.74437
H -1.36494 -1.68091 -4.12234
O -0.57169 -1.33861 -4.54344
```

Computed properties:
- HOMO energy (eV) = -12.3822
- gap between HOMO and LUMO (eV) = 10.03
- ΔE to the lowest compared entry with this formula, charge and spin (kcal/mol) = 96.8
- total charge = +1

These are the Mulliken partial charges, in e, on atoms 1 to 4: -0.7227, 0.1667, 0.6767, 0.7000